<P>
The following is a quantum chemistry calculation of a molecular structure, C2H5ClN2O2, from the Open Molecules 2025 dataset.

Structure (ORCA input):
```
! RIJCOSX wB97M-V def2-TZVPD def2/J DEFGRID3
* xyz 0 1
C 1.514 -1.182 0.310
C 0.976 -0.014 -0.509
N -0.292 -0.374 -1.079
N -2.621 1.282 0.507
O -2.502 0.512 1.394
O -3.266 2.259 0.318
Cl -1.337 0.828 -1.258
H 0.849 -1.394 1.141
H 1.585 -2.070 -0.309
H 2.499 -0.937 0.696
H 0.916 0.886 0.118
H 1.678 0.204 -1.328
*
```

Summary:
Orbital gap (spin up / spin down) ... 8.569 / 8.506 eV

Atom charges from the Löwdin analysis, given in e for atoms 1 to 8: -0.103, -0.407, -0.443, -0.477, 0.075, 0.061, 0.874, 0.070



<Q>
The following is a quantum chemistry calculation of a single C2H5ClN2O2 molecule, from the Open Molecules 2025 dataset.

Structure (ORCA input):
```
! RIJCOSX wB97M-V def2-TZVPD def2/J DEFGRID3
* xyz 0 1
O -3.601 -0.739 -0.242
N -2.665 -0.129 -0.485
Cl -2.938 1.689 -0.861
N -1.424 -0.800 -0.779
C -0.220 -0.112 -0.800
C 0.127 0.118 0.701
O 0.705 -1.047 1.210
H 0.634 -0.825 -1.233
H -0.247 0.881 -1.341
H -0.875 0.431 1.155
H 0.744 1.049 0.888
H 0.185 -1.846 1.308
*
```

Summary:
Orbital gap (spin up / spin down) ... 8.387 / 8.390 eV
Structure (SMILES) ... [O-]/[N+](Cl)=N/CCO

Atom charges from the Löwdin analysis, given in e for atoms 1 to 8: 0.031, -0.563, 0.530, 0.043, -0.288, -0.288, -0.064, 0.168



Verdict on stability: <P> comes out at the bottom.



<P>
The following is a quantum chemistry calculation of a single C4H5NO2S molecule, from the Open Molecules 2025 dataset.

Structure (ORCA input):
```
! RIJCOSX wB97M-V def2-TZVPD def2/J DEFGRID3
* xyz 0 1
C -1.636 0.427 0.243
C -0.529 -0.227 -0.552
O -0.577 -1.658 -0.301
C 0.768 0.472 -0.174
O 1.086 1.570 -0.559
N 1.388 -0.344 0.658
C 2.626 -0.255 0.541
S 3.974 -0.113 -0.213
H -1.550 0.081 1.253
H -1.437 1.499 0.255
H -2.609 0.396 -0.103
H -0.669 -0.078 -1.707
H -0.834 -1.769 0.660
*
```

Summary:
Orbital gap ... 9.547 eV
Structure (SMILES) ... C[C@H](O)C(=O)N=C=S

Atom charges from the Löwdin analysis, given in e for atoms 1 to 8: -0.034, -0.331, -0.061, -0.541, 0.110, 0.113, -0.636, 0.846



<Q>
The following is a quantum chemistry calculation of a single C4H5NO2S molecule, from the Open Molecules 2025 dataset.

Structure (ORCA input):
```
! RIJCOSX wB97M-V def2-TZVPD def2/J DEFGRID3
* xyz 0 1
O 2.683 -0.590 0.282
C 1.534 -0.290 0.040
N 1.007 0.311 -1.037
C -0.473 0.762 -0.841
C -0.786 0.293 0.485
S -2.389 -0.536 0.360
C 0.349 -0.689 1.009
O 0.596 -1.504 1.893
H 1.573 0.137 -1.917
H -0.485 1.910 -0.977
H -0.911 0.356 -1.705
H -0.638 1.233 1.114
H -2.060 -1.392 1.295
*
```

Summary:
Orbital gap ... 9.237 eV
Structure (SMILES) ... O=C1NC[C@@H](S)C1=O

Atom charges from the Löwdin analysis, given in e for atoms 1 to 8: 0.087, -0.470, 0.086, -0.227, -0.603, 0.821, -0.246, 0.124



Verdict on stability: <P> comes out at the bottom.